No. 1
Below is a structure of composition C39H49BN6OPPdS3, with properties calculated with the ωB97M-V functional and the def2-TZVPD basis.

```
! wB97M-V def2-TZVPD RIJCOSX def2/J DEFGRID3
* xyz 3 5
Pd -0.37 0.23 0.40
C -3.20 -5.12 3.42
C -2.62 -3.72 3.23
C -3.62 -2.86 2.47
C -2.25 -3.14 4.60
N -1.35 -3.84 2.39
C -0.90 -5.01 1.84
C 0.20 -4.73 1.10
N 0.44 -3.38 1.19
B 1.67 -2.81 0.44
N 1.43 -1.71 -0.69
C 2.47 -1.27 -1.39
C 2.00 -0.55 -2.49
N 0.67 -0.55 -2.45
C 0.26 -1.26 -1.31
S -1.31 -1.65 -0.85
C -0.24 0.07 -3.53
C 0.67 0.76 -4.54
C -1.15 1.10 -2.88
C -1.00 -1.06 -4.21
N 2.76 -2.26 1.39
C 3.88 -2.99 1.71
C 4.63 -2.24 2.57
N 3.98 -1.05 2.77
C 2.84 -1.08 2.04
S 1.64 0.16 2.07
C 4.47 0.04 3.72
C 5.87 -0.33 4.19
C 4.52 1.37 2.98
C 3.52 0.07 4.92
C -0.52 -2.85 1.98
S -0.68 -1.20 2.45
H -4.10 -5.02 4.02
H -2.52 -5.78 3.96
H -3.49 -5.58 2.48
H -4.54 -2.80 3.05
H -3.87 -3.31 1.51
H -3.27 -1.84 2.31
H -3.10 -3.27 5.26
H -2.02 -2.08 4.56
H -1.41 -3.68 5.03
H -1.38 -5.96 2.02
H 0.82 -5.38 0.52
H 2.14 -3.74 -0.14
H 3.49 -1.50 -1.13
H 2.57 -0.06 -3.26
H 1.26 1.56 -4.09
H 0.03 1.22 -5.29
H 1.32 0.07 -5.07
H -0.57 1.85 -2.34
H -1.88 0.65 -2.22
H -1.70 1.61 -3.67
H -0.32 -1.78 -4.67
H -1.61 -0.63 -5.00
H -1.67 -1.58 -3.53
H 4.05 -3.97 1.31
H 5.57 -2.47 3.02
H 6.57 -0.45 3.35
H 5.88 -1.23 4.80
H 6.24 0.48 4.80
H 5.08 1.28 2.04
H 5.05 2.08 3.61
H 3.53 1.78 2.77
H 3.49 -0.89 5.42
H 2.51 0.36 4.63
H 3.89 0.81 5.63
O 0.28 2.15 0.23
P -0.15 3.53 0.80
C -0.11 3.44 2.59
C -0.81 2.38 3.18
C -0.89 2.26 4.56
C -0.28 3.21 5.37
C 0.37 4.29 4.80
C 0.45 4.41 3.42
C -1.84 3.89 0.35
C -2.68 2.89 -0.12
C -4.02 3.16 -0.37
C -4.51 4.44 -0.16
C -3.68 5.45 0.31
C -2.34 5.18 0.57
C 0.94 4.77 0.15
C 2.22 4.96 0.68
C 3.09 5.86 0.09
C 2.70 6.57 -1.04
C 1.44 6.36 -1.59
C 0.57 5.46 -1.00
H -1.35 1.68 2.56
H -1.44 1.44 5.00
H -0.35 3.13 6.45
H 0.81 5.05 5.43
H 0.94 5.28 3.00
H -2.30 1.89 -0.31
H -4.67 2.38 -0.73
H -5.55 4.66 -0.36
H -4.06 6.44 0.47
H -1.70 5.97 0.93
H 2.55 4.39 1.55
H 4.07 6.01 0.52
H 3.38 7.28 -1.49
H 1.14 6.91 -2.47
H -0.42 5.33 -1.43
*
```

Its molecular weight is 862.269 g mol⁻¹. As for the LUMO energy (spin up / spin down): -7.31 / -11.15 eV. The value obtained for the highest occupied orbital energy (spin up / spin down) is -0.585 / -0.585 hartree. The calculation puts the total energy at -98156.620 eV.

---

No. 2
Below is the molecule C6H9N in a non-equilibrium geometry, with properties calculated with the ωB97M-V functional and the def2-TZVPD basis.

```
! wB97M-V def2-TZVPD RIJCOSX def2/J DEFGRID3
* xyz 0 1
C -1.80 0.73 0.27
C -2.28 0.58 -0.96
C 2.05 1.47 -0.16
C -0.58 0.28 1.09
C 0.55 -0.33 0.30
C 0.42 -1.81 -0.09
N 1.69 0.26 0.07
H -1.65 0.05 -1.72
H -3.22 0.90 -1.30
H 3.17 1.68 -0.01
H 1.36 2.02 -0.70
H -0.11 1.13 1.65
H -0.87 -0.38 1.87
H 0.15 -2.40 0.91
H 1.50 -2.19 -0.33
H -0.38 -1.99 -0.90
*
```

Its molecular weight is 95.145 g mol⁻¹. As for the LUMO energy (spin up / spin down): 0.09 / -0.10 eV. The energy above the lowest of the compared OMol25 structures with the same formula, charge and spin is 130.6 kcal per mole. The value obtained for the highest occupied orbital energy (spin up / spin down) is -0.313 / -0.254 hartree. The calculation puts the total energy at -7852.495 eV.

---

No. 3
Below is a cluster of 8 separate species, H16O8 in total in a non-equilibrium geometry, with properties calculated with the ωB97M-V functional and the def2-TZVPD basis.

```
! wB97M-V def2-TZVPD RIJCOSX def2/J DEFGRID3
* xyz 0 1
O 18.07 -3.76 -18.20
H 18.20 -3.55 -17.31
H 17.56 -4.54 -18.10
O 16.03 -6.10 -17.99
H 16.09 -5.75 -18.93
H 16.53 -6.83 -18.05
O 17.54 -8.45 -17.58
H 17.58 -8.96 -18.37
H 16.66 -8.56 -17.19
O 17.33 -6.37 -14.96
H 16.97 -5.66 -14.39
H 17.01 -6.06 -15.81
O 14.58 -5.72 -15.95
H 15.12 -4.97 -15.85
H 14.96 -6.04 -16.77
O 13.07 -5.96 -20.47
H 12.62 -6.02 -19.63
H 13.69 -5.28 -20.31
O 13.48 -7.81 -18.56
H 13.63 -7.33 -19.41
H 12.58 -8.16 -18.56
O 16.04 -6.10 -20.78
H 15.40 -6.75 -20.92
H 15.77 -5.27 -21.28
*
```

Its molecular weight is 144.120 g mol⁻¹. As for the LUMO energy: -0.10 eV. The energy above the lowest of the compared OMol25 structures with the same formula, charge and spin is 69.8 kcal per mole. The SMILES is O.O.O.O.O.O.O.O. The value obtained for the highest occupied orbital energy is -0.387 hartree. The calculation puts the total energy at -16638.985 eV.

---

No. 4
Below is a structure of composition C39H33F4MnN7O5 in a non-equilibrium geometry, with properties calculated with the ωB97M-V functional and the def2-TZVPD basis.

```
! wB97M-V def2-TZVPD RIJCOSX def2/J DEFGRID3
* xyz 0 6
Mn -0.39 0.47 0.01
C -3.22 0.28 -1.96
C -3.00 -0.84 -0.95
N -1.62 -1.37 -0.95
C -1.36 -1.98 -2.26
C -0.17 -2.92 -2.35
C -1.46 -2.31 0.18
C -0.03 -2.48 0.72
N 0.67 -1.21 0.73
C 1.87 -1.10 1.33
C 2.47 0.18 1.39
F 1.79 1.23 0.83
C 3.68 0.45 1.97
F 4.14 1.71 1.96
C 4.44 -0.55 2.56
C 3.89 -1.82 2.51
F 4.57 -2.85 3.05
C 2.68 -2.10 1.93
F 2.27 -3.39 1.93
H -4.21 0.70 -1.82
H -3.14 -0.06 -2.99
H -2.50 1.09 -1.81
H -3.71 -1.66 -1.16
H -3.21 -0.47 0.05
H -1.24 -1.17 -2.99
H -2.26 -2.54 -2.57
H 0.72 -2.50 -1.89
H 0.05 -3.12 -3.40
H -0.37 -3.87 -1.87
H -1.86 -3.30 -0.08
H -2.09 -1.92 0.98
H 0.50 -3.25 0.15
H -0.15 -2.90 1.73
H 5.39 -0.36 3.02
C 1.49 9.48 -10.44
O 0.89 9.74 -9.18
C 0.82 8.71 -8.30
C 0.21 9.00 -7.08
C 0.09 8.02 -6.12
C 0.58 6.73 -6.35
C 1.19 6.46 -7.56
C 1.32 7.43 -8.55
C 0.44 5.72 -5.29
N -0.20 5.90 -4.16
C -0.09 4.71 -3.50
C 0.63 3.80 -4.23
N 0.97 4.47 -5.39
C 0.97 2.49 -3.76
C 1.82 1.58 -4.40
C 2.13 0.39 -3.78
C 1.54 0.10 -2.54
N 0.69 0.92 -1.96
C 0.44 2.12 -2.51
C -0.35 3.07 -1.72
N -0.76 2.66 -0.50
C -1.34 3.53 0.31
C -1.58 4.86 -0.08
C -1.22 5.27 -1.33
C -0.57 4.37 -2.19
H 1.42 10.41 -11.00
H 0.95 8.70 -10.98
H 2.54 9.20 -10.33
H -0.17 10.00 -6.92
H -0.39 8.24 -5.18
H 1.58 5.47 -7.79
H 1.80 7.18 -9.48
H 1.51 4.11 -6.16
H 2.25 1.82 -5.36
H 2.81 -0.32 -4.23
H 1.75 -0.82 -2.00
H -1.62 3.16 1.29
H -2.05 5.53 0.63
H -1.39 6.29 -1.67
O -1.12 1.95 3.12
C -1.95 1.20 2.61
O -1.86 0.63 1.47
C -3.23 0.91 3.37
C -3.68 1.79 4.35
C -4.87 1.56 5.03
C -5.62 0.42 4.76
C -5.14 -0.45 3.79
C -3.97 -0.23 3.09
N -5.93 -1.67 3.48
O -6.91 -1.89 4.17
O -5.49 -2.43 2.65
H -3.07 2.66 4.57
H -5.21 2.26 5.78
H -6.54 0.21 5.27
H -3.65 -0.94 2.35
*
```

Its molecular weight is 810.667 g mol⁻¹. As for the LUMO energy (spin up / spin down): -0.72 / -0.78 eV. The energy above the lowest of the compared OMol25 structures with the same formula, charge and spin is 4.6 kcal per mole. The value obtained for the highest occupied orbital energy (spin up / spin down) is -0.250 / -0.255 hartree. The calculation puts the total energy at -103837.903 eV.

---

No. 5
Below is the molecule C6H5Br in a non-equilibrium geometry, with properties calculated with the ωB97M-V functional and the def2-TZVPD basis.

```
! wB97M-V def2-TZVPD RIJCOSX def2/J DEFGRID3
* xyz 0 1
C -0.96 -0.44 -2.17
C -0.57 -0.30 -1.07
C 0.03 -0.37 0.25
C 1.50 -0.11 0.18
Br -0.40 -2.23 1.05
C -0.70 0.58 1.12
C -1.42 1.47 1.55
H -1.18 -0.42 -3.26
H 2.05 -0.93 -0.36
H 2.06 -0.14 1.13
H 1.62 0.69 -0.50
H -2.04 2.19 2.07
*
```

Its molecular weight is 157.010 g mol⁻¹. As for the LUMO energy: 0.09 eV. The energy above the lowest of the compared OMol25 structures with the same formula, charge and spin is 101.0 kcal per mole. The SMILES is C#CC(C)(Br)C#C. The value obtained for the highest occupied orbital energy is -0.368 hartree. The calculation puts the total energy at -76340.980 eV.

---

No. 6
Below is a cluster of 3 separate species, C24H33BBrF2N2O9P in total in a non-equilibrium geometry, with properties calculated with the ωB97M-V functional and the def2-TZVPD basis.

```
! wB97M-V def2-TZVPD RIJCOSX def2/J DEFGRID3
* xyz 0 1
C 2.91 -3.75 -0.57
C 4.21 -2.86 -0.04
C 5.19 -2.65 -1.34
C 5.81 -1.12 -1.30
C 5.04 -0.25 -2.46
C 4.28 1.00 -1.69
C 3.55 1.98 -2.80
C 2.18 2.58 -2.12
C 0.93 1.48 -2.09
C -0.52 2.19 -1.79
C -1.73 1.16 -1.37
C -2.64 1.61 -0.05
C -3.91 0.68 0.45
C -4.22 -0.68 -0.41
B -5.53 -1.59 0.11
O -6.44 -2.32 -0.85
O -5.88 -1.67 1.57
C -3.33 -1.20 -1.73
N -3.76 -2.51 -2.34
C -2.84 -2.79 -3.50
P -3.16 -4.46 -4.44
O -4.18 -4.12 -5.83
Br -4.38 -5.78 -3.00
C -1.63 -1.86 -4.05
N -1.25 -0.57 -3.39
C -2.10 -0.24 -2.19
H 2.18 -3.14 -1.27
H 2.33 -4.18 0.39
H 3.36 -4.66 -1.18
H 4.77 -3.54 0.73
H 3.88 -1.85 0.48
H 6.12 -3.39 -1.36
H 4.55 -2.88 -2.31
H 6.97 -1.07 -1.55
H 5.57 -0.63 -0.26
H 5.76 0.22 -3.26
H 4.21 -0.84 -3.05
H 3.41 0.49 -1.04
H 4.97 1.57 -0.93
H 3.37 1.43 -3.84
H 4.28 2.89 -3.07
H 1.84 3.49 -2.81
H 2.46 2.97 -1.02
H 0.87 1.01 -3.18
H 1.18 0.56 -1.36
H -0.90 2.89 -2.67
H -0.35 2.93 -0.87
H -2.43 2.60 0.54
H -4.60 0.99 1.37
H -6.54 -1.77 -1.69
H -6.61 -0.98 1.68
H -4.05 -3.12 -5.97
H -1.03 -2.23 -5.00
O 2.48 1.58 1.49
C 1.54 1.04 2.05
O 0.28 0.96 1.53
C -0.47 0.16 2.42
C 0.28 0.31 3.70
F 0.19 -0.81 4.45
O 1.62 0.46 3.28
H -0.49 -0.87 2.06
H -1.50 0.52 2.50
H -0.02 1.18 4.30
O -0.84 4.52 7.86
C -1.64 4.01 7.09
O -2.96 4.36 7.01
C -3.50 3.65 5.92
C -2.56 2.50 5.79
F -2.45 2.11 4.50
O -1.32 3.03 6.20
H -3.50 4.30 5.03
H -4.52 3.33 6.12
H -2.82 1.64 6.42
*
```

Its molecular weight is 653.219 g mol⁻¹. As for the LUMO energy: -2.00 eV. The SMILES is CCCCCCCCCCc1ccc(B(O)O)c2nc(P(O)Br)cnc12.O=C1OC[C@@H](F)O1.O=C1OC[C@@H](F)O1. The value obtained for the highest occupied orbital energy is -0.323 hartree. The calculation puts the total energy at -132261.054 eV.